# 1
{
  "formula": "ClFH2Si",
  "method": "ωB97M-V/def2-TZVPD",
  "symbols": ["F", "Si", "Cl", "H", "H"],
  "positions_angstrom": [[0.4470, -1.5309, 0.0554], [0.3150, 0.0631, 0.0810], [-2.3026, 0.5846, -0.0156], [0.3554, 0.4820, -1.3185], [1.1851, 0.4012, 1.1978]],
  "relative_energy_kcal_mol": 45.7,
  "total_charge": 0,
  "orbital_gap_ev": 9.59,
  "lumo_ha": -0.0329,
  "fmax_ev_per_a": 3.47
}


# 2
{
  "formula": "ClFN2O3",
  "method": "ωB97M-V/def2-TZVPD",
  "symbols": ["N", "N", "O", "O", "O", "F", "Cl"],
  "positions_angstrom": [[-0.3114, -1.0131, -0.2031], [0.3635, -0.1883, 0.4504], [-0.1231, 1.0912, 0.5245], [1.3113, -0.3719, 1.1406], [-0.9446, 1.7783, -1.6942], [0.4089, -2.1530, -0.2668], [-1.5316, 1.4599, -0.3545]],
  "relative_energy_kcal_mol": 96.3,
  "total_charge": 0,
  "orbital_gap_ev": 9.46,
  "lumo_ha": -0.0459,
  "fmax_ev_per_a": 1.89
}


# 3
{
  "formula": "ClFS2",
  "method": "ωB97M-V/def2-TZVPD",
  "symbols": ["F", "S", "S", "Cl"],
  "positions_angstrom": [[1.1733, -1.2247, -1.1675], [-0.4850, -1.0444, -0.8688], [-0.3326, 0.1741, 1.3885], [-0.3556, 2.0951, 0.6477]],
  "relative_energy_kcal_mol": 33.2,
  "smiles": "FSSCl",
  "total_charge": 0,
  "orbital_gap_ev": 7.73,
  "lumo_ha": -0.0839,
  "fmax_ev_per_a": 3.73
}